15
Properties=species:S:1:pos:R:3:forces:R:3:nbo_charge:R:1 method="wB97M-V/def2-TZVPD" total_charge=0 de_lowest_kcal_mol=0.2 energy_ev=-32337.8446 e_lumo_ev=0.4 spin_multiplicity=1
C 1.079593 2.605421 -1.187268 -2.129 -3.234 2.121 -1.1363
N 0.238285 0.684520 0.413487 0.116 0.090 -1.576 -1.4532
N 0.658443 -1.752116 1.455864 -0.168 0.051 -1.846 -1.1639
N -1.405731 -1.365246 -0.138787 0.219 -1.248 2.794 -1.1800
F 0.626302 -0.340262 -1.989330 0.164 2.004 1.020 -0.5928
F -1.156639 1.052613 -1.780831 -0.066 0.503 0.158 -0.5687
F -1.128461 -0.210024 2.273283 -0.105 -0.619 -0.922 -0.5609
P 0.298107 1.114320 -1.155985 1.074 -0.435 0.127 2.1681
P -0.372931 -0.625535 0.915772 -1.270 0.381 0.798 2.3783
H 1.587972 2.971405 -1.966000 1.444 1.487 -3.073 0.2199
H 1.673332 2.454890 -0.299572 0.305 0.437 0.365 0.2400
H 1.370699 -1.404766 1.999211 2.355 1.518 1.054 0.4048
H 0.308433 -2.450525 2.019470 -1.479 -2.206 0.981 0.3966
H -1.669186 -0.736078 -0.846822 -0.986 0.481 -1.085 0.4295
H -2.108217 -1.998615 0.287508 0.525 0.789 -0.916 0.4187